Density functional theory data (the ωB97M-V functional and the def2-TZVPD basis) for 15 unconnected molecules or ions with the total composition C65H110Cl10F5N5.

Structure (XYZ):
```
195
Properties=species:S:1:pos:R:3
Cl -3.457 2.648 26.016
Cl -5.375 0.522 21.721
Cl -10.578 -3.118 24.026
Cl -7.279 -0.058 27.600
Cl -4.344 -0.327 28.241
Cl -11.520 2.565 16.848
Cl -10.078 3.065 19.416
Cl -5.812 3.700 24.555
Cl -4.307 0.610 18.951
Cl -13.454 -2.130 24.335
F -6.387 6.867 18.018
F -3.236 -3.393 22.544
F -11.845 7.025 26.912
F -13.036 0.264 32.053
F -6.043 2.429 30.688
N -10.704 6.929 22.533
N -15.781 -1.141 19.674
N -6.373 -4.594 26.101
N -10.158 1.140 23.620
N -10.196 -1.291 17.726
C -6.008 -0.395 28.849
C -10.485 -1.898 19.045
C -10.796 6.083 21.340
C -9.147 5.630 23.863
C -6.850 4.638 18.651
C -5.476 -4.468 27.248
C -8.377 -3.370 27.071
C -8.334 2.888 30.214
C -10.981 2.277 23.968
C -14.519 -1.476 20.327
C -6.600 3.255 28.540
C -13.970 -2.908 20.111
C -7.249 -3.394 25.978
C -10.927 -0.213 28.582
C -9.294 3.298 29.310
C -10.357 -0.609 29.777
C -6.403 6.352 20.281
C -13.622 5.583 26.358
C -5.526 -3.391 22.663
C -6.587 5.949 18.984
C -10.394 -3.406 19.174
C -16.813 -2.101 19.988
C -8.947 3.675 28.029
C -15.713 -0.815 18.279
C -11.254 9.165 23.370
C -11.511 2.173 25.412
C -11.748 7.903 22.672
C -7.600 3.664 27.666
C -8.162 -0.241 24.199
C -14.079 3.768 27.876
C -11.685 0.244 21.809
C -11.494 2.254 18.601
C -7.947 -0.268 18.046
C -8.811 -1.284 17.305
C -6.792 4.093 21.017
C -8.748 1.162 24.066
C -12.319 0.122 30.959
C -11.703 -1.879 24.729
C -6.789 -3.314 22.067
C -6.506 5.400 21.305
C -11.032 -1.915 16.713
C -5.681 -3.079 19.911
C -4.386 -3.322 21.884
C -14.751 0.275 17.872
C -11.057 -0.481 30.984
C -11.334 -0.996 15.558
C -10.314 0.773 22.193
C -10.552 6.132 23.716
C -4.148 -5.092 26.982
C -4.429 -3.172 20.502
C -4.913 2.219 25.078
C -12.221 0.372 28.550
C -12.588 5.958 27.196
C -17.102 -2.218 21.525
C -7.021 -5.875 25.967
C -7.010 2.812 29.799
C -3.984 0.312 20.683
C -6.851 -3.141 20.682
C -12.869 0.519 29.756
C -13.069 4.153 28.726
C -6.913 3.684 19.671
C -7.684 -6.103 24.659
C -10.212 6.778 20.114
C -12.280 5.232 28.324
C -14.326 4.428 26.665
H -11.967 -2.082 17.208
H -9.037 5.001 24.748
H -10.454 -3.675 20.237
H -12.888 3.535 29.589
H -12.257 1.374 25.519
H -5.372 -3.522 23.734
H -8.078 1.802 23.396
H -11.276 5.293 23.784
H -17.155 -1.253 22.011
H -12.592 7.490 23.259
H -12.643 0.733 27.609
H -9.727 3.822 27.276
H -9.386 -1.030 29.696
H -9.803 -1.379 19.761
H -7.708 -3.346 24.980
H -9.163 6.979 20.335
H -6.241 -1.433 29.117
H -7.193 -0.177 24.651
H -8.759 -1.015 16.259
H -10.408 -0.665 15.120
H -8.828 -0.901 24.795
H -9.580 -0.043 22.017
H -4.641 1.604 24.218
H -12.380 2.600 19.107
H -7.945 -3.371 28.077
H -8.076 -7.121 24.618
H -13.860 6.081 25.402
H -14.566 -3.550 20.744
H -10.704 8.980 24.284
H -3.513 -3.222 19.912
H -13.857 0.958 29.826
H -8.029 -0.804 23.288
H -11.869 -1.520 14.767
H -15.393 -1.703 17.701
H -10.402 3.185 23.927
H -16.666 -3.085 19.557
H -11.330 1.187 18.741
H -7.785 -6.101 26.739
H -11.844 5.739 21.138
H -13.700 0.104 18.221
H -12.161 8.232 21.715
H -6.918 -0.343 17.671
H -7.003 4.431 17.588
H -11.448 -0.861 24.401
H -11.820 -0.106 15.916
H -3.641 -4.494 26.205
H -8.478 6.474 23.959
H -12.463 0.961 22.086
H -7.329 3.977 26.689
H -7.045 -5.894 23.812
H -12.072 9.871 23.537
H -7.110 2.660 19.397
H -12.049 3.082 25.618
H -11.286 -3.819 18.695
H -10.801 6.768 24.579
H -14.695 2.911 28.073
H -7.998 -0.389 19.135
H -5.326 -3.409 27.412
H -10.143 1.643 21.574
H -14.745 0.389 16.784
H -8.493 -5.383 24.518
H -6.244 -6.638 26.060
H -6.416 5.722 22.331
H -8.790 1.548 25.078
H -18.040 -2.745 21.662
H -10.715 2.019 26.120
H -13.933 -3.233 19.065
H -3.645 -0.725 20.801
H -11.510 -1.610 19.244
H -16.725 -0.565 17.941
H -15.127 1.186 18.348
H -10.760 7.696 19.928
H -6.582 -2.552 26.001
H -10.248 5.134 21.485
H -10.554 -0.741 31.910
H -5.765 -2.899 18.857
H -12.960 -3.052 20.553
H -10.253 6.134 19.245
H -8.364 0.738 17.816
H -3.206 1.034 20.937
H -17.769 -1.715 19.623
H -5.921 -4.933 28.144
H -9.019 -4.262 26.959
H -8.586 2.610 31.231
H -8.334 -2.260 17.360
H -11.400 5.540 28.850
H -5.607 1.717 25.760
H -11.784 2.446 23.252
H -7.689 -3.433 22.676
H -7.829 -3.192 20.172
H -6.119 0.291 29.698
H -4.230 -6.091 26.570
H -6.925 3.356 21.792
H -14.554 -1.312 21.399
H -11.711 0.137 20.728
H -13.771 -0.769 19.952
H -10.523 9.584 22.719
H -16.310 -2.744 22.053
H -10.340 3.312 29.580
H -5.554 3.262 28.300
H -3.518 -5.125 27.877
H -9.062 -2.523 27.032
H -9.510 -3.885 18.719
H -8.798 5.034 23.020
H -11.952 -0.712 22.282
H -11.682 -2.007 25.805
H -14.984 4.047 25.914
H -10.594 -2.856 16.341
H -10.407 -0.344 27.628
H -6.249 7.376 20.565
```

Values from the calculation:
- total energy (eV) = -215450.38636
- frontier orbital gap (eV) = 8.67
- lowest unoccupied orbital energy (eV) = 0.390

Density functional theory data (the ωB97M-V functional and the def2-TZVPD basis) for 2 unconnected molecules or ions with the total composition C65H86N5O.

Structure (XYZ):
```
157
Properties=species:S:1:pos:R:3
O -6.741 0.515 8.664
N -3.376 -0.300 -1.407
N -5.127 0.050 7.088
N -3.591 -1.220 -2.377
N -3.823 1.891 7.209
N -2.793 -2.270 -2.044
C -5.049 -3.957 -0.769
C -1.936 1.720 -2.887
C 0.113 3.670 4.859
C -5.403 2.357 10.680
C 1.920 -6.993 0.699
C -3.738 3.329 -2.128
C -1.915 0.177 0.475
C -2.824 -5.642 -4.580
C -2.261 -1.887 -4.883
C -3.281 -3.778 2.578
C -1.833 2.406 -4.254
C -2.510 -4.387 -5.096
C -0.955 3.722 5.805
C -2.886 2.829 6.991
C -1.053 -1.844 -5.820
C -5.712 0.807 8.062
C -1.855 2.701 6.068
C -5.208 1.262 -0.910
C -3.176 -5.793 -3.242
C 2.723 -5.184 2.254
C -0.734 2.080 -2.023
C -4.946 3.601 -1.487
C -2.816 -3.438 -2.898
C 1.035 4.748 4.743
C -3.231 -4.690 -2.388
C -5.541 1.325 11.614
C -7.520 2.394 12.497
C -0.409 -4.216 1.667
C 0.411 -2.844 -2.336
C 0.596 -4.829 0.934
C -4.134 0.809 4.965
C -3.246 2.023 -2.164
C -3.803 -4.815 -0.976
C 0.309 2.549 4.000
C -2.344 -0.674 -0.530
C 2.085 4.703 3.839
C -5.682 2.571 -0.905
C 1.369 2.518 3.105
C -4.108 -6.254 -0.552
C -2.032 -1.981 -0.904
C -3.547 -1.374 -5.526
C 2.269 3.587 3.007
C 3.405 3.538 2.033
C -3.924 0.614 6.475
C -1.710 -1.931 3.204
C -4.315 2.289 9.632
C 0.801 -4.434 -0.392
C -6.612 1.329 12.507
C -5.419 -0.613 0.828
C -2.511 -3.265 -4.262
C 1.427 -3.673 -3.123
C -6.081 0.150 -0.320
C -1.268 -3.274 1.109
C -4.870 2.077 8.221
C -6.604 -0.798 -1.403
C -3.961 1.017 -1.495
C -2.724 -0.313 6.738
C -2.342 -2.697 2.035
C -1.094 -2.901 -0.264
C -7.367 3.445 11.583
C 0.035 -3.433 -0.980
C 1.491 -5.850 1.626
C -5.666 -1.232 6.705
C -6.300 3.427 10.681
C 0.831 -1.378 -2.237
H -1.019 -0.088 1.021
H -4.914 -2.017 6.845
H -7.136 -1.645 -0.955
H -3.611 1.475 9.862
H -2.435 1.124 0.611
H -3.166 4.129 -2.607
H -6.951 0.669 0.106
H 1.612 -4.899 -0.957
H -3.750 3.232 9.618
H -3.442 -6.777 -2.856
H -2.895 -1.280 6.248
H -4.613 -1.247 0.444
H -0.994 1.978 -4.819
H -2.934 -1.984 1.454
H -4.971 1.499 4.790
H -7.294 -0.267 -2.068
H -3.416 -0.356 -5.911
H -3.243 1.222 4.484
H 1.097 -4.715 -3.206
H -5.868 -4.308 -1.416
H -1.944 0.633 -3.056
H -1.792 0.104 6.349
H -2.737 -4.453 3.253
H 2.434 -4.392 2.954
H 3.351 4.356 1.306
H -2.602 -0.470 7.819
H -0.548 -4.489 2.718
H -6.737 0.496 13.203
H -8.357 2.400 13.193
H -2.972 3.745 7.588
H -8.077 4.274 11.564
H -0.522 -2.857 -2.923
H -1.659 3.484 -4.138
H -2.481 -1.422 3.800
H -4.929 -6.665 -1.152
H -0.382 1.706 4.044
H -6.536 -1.454 7.324
H -0.730 3.160 -1.815
H -4.983 0.071 1.567
H -1.754 1.755 5.539
H -1.008 -1.171 2.843
H -0.151 -2.199 -5.304
H -1.077 4.635 6.394
H 3.393 2.594 1.483
H -5.329 4.624 -1.462
H 2.625 -6.631 -0.059
H -3.017 -4.429 -0.307
H -6.649 2.779 -0.434
H 1.518 1.649 2.460
H 2.783 5.539 3.768
H -3.864 -2.031 -6.348
H -2.748 2.260 -4.841
H -5.386 -3.994 0.277
H 1.537 -3.280 -4.142
H -4.111 -3.323 3.138
H -0.868 -0.810 -6.141
H 2.416 -7.777 1.282
H -5.966 -1.225 5.651
H 2.413 -3.648 -2.641
H -3.713 -4.380 1.768
H -5.515 2.939 7.953
H 1.735 -1.273 -1.619
H -1.204 -2.462 -6.716
H -4.361 -0.158 4.496
H -4.418 -6.278 0.500
H -1.160 -2.618 3.862
H -2.036 -1.212 -4.051
H 1.052 -7.435 0.197
H 0.040 -0.779 -1.769
H 3.357 -4.738 1.476
H -2.819 -6.511 -5.238
H 3.319 -5.924 2.801
H -2.275 -4.267 -6.156
H -0.775 1.558 -1.060
H 0.203 1.812 -2.528
H -5.782 -1.175 -2.023
H 0.891 -6.275 2.445
H -6.145 -1.263 1.336
H 0.899 5.615 5.391
H -4.857 -2.914 -1.029
H -4.336 -1.357 -4.763
H 4.374 3.623 2.538
H -6.167 4.235 9.957
H -4.820 0.506 11.604
H 1.033 -0.958 -3.232
H -3.230 -6.899 -0.658
```

Values from the calculation:
- total energy (eV) = -78293.03358
- frontier orbital gap (eV) = 3.34
- net charge = +1
- lowest unoccupied orbital energy (eV) = -4.493